# 1
Density functional theory data (ωB97M-V/def2-TZVPD) for one molecule with the formula C15H18N2O4S.

The geometry in ORCA input format:
```
! RIJCOSX wB97M-V def2-TZVPD def2/J DEFGRID3
* xyz 0 1
S -0.26060 -2.76905 -0.34481
O 3.27583 -0.72056 -0.87809
O -0.86330 -3.34372 -1.50975
O -0.48283 -3.36213 0.94010
O -2.13457 4.87098 1.05199
N -1.78530 2.93837 -0.04870
N 1.38022 -2.79655 -0.59873
C -1.45314 1.61871 -0.12841
C -1.82200 3.69848 1.10923
C -0.75741 -0.41946 0.96932
C -0.75829 -1.04811 -0.24945
C -1.85914 1.68331 -2.62429
C -1.46822 0.95441 -1.37385
C 2.35622 -0.97256 -1.91891
C -0.76466 0.95408 3.57041
C -1.10470 0.93373 1.05642
C 2.71172 -0.98605 0.38799
C 1.88869 -2.43228 -1.89956
C -1.12375 1.66206 2.30377
C -1.11688 -0.37928 -1.41192
C -1.46504 2.96925 2.30859
C 2.25716 -2.44643 0.49290
H -1.13216 -0.93353 -2.33741
H 3.49612 -0.77267 1.11596
H -2.03904 3.43043 -0.89625
H 3.13445 -3.10168 0.44904
H 1.85870 -0.31104 0.56162
H -1.43092 0.10891 3.73456
H -1.18112 2.51457 -2.81982
H 1.09216 -2.60973 -2.62082
H 0.25509 0.57513 3.51948
H 1.71424 -2.63450 1.41814
H -1.48921 3.53964 3.22432
H -0.84273 1.62995 4.41732
H 2.73707 -3.08673 -2.12940
H -0.50203 -0.99371 1.84384
H 2.88530 -0.74902 -2.84663
H -2.87271 2.07601 -2.54354
H -1.82452 1.00854 -3.47469
H 1.49131 -0.29776 -1.81998
*
```

Summary:
Highest occupied orbital energy, eV: -8.8
Energy above the lowest of the compared OMol25 structures with the same formula, charge and spin, eV: 1.108
HOMO-LUMO gap, eV: 8.597
Lowest unoccupied orbital energy, eV: -0.16
Structure (SMILES): Cc1cc(=O)[nH]c2c(C)cc(S(=O)(=O)N3CCOCC3)cc12

# 2
Density functional theory data (ωB97M-V/def2-TZVPD) for C23H28BN8RuSTe as an isolated structure.

The geometry in ORCA input format:
```
! RIJCOSX wB97M-V def2-TZVPD def2/J DEFGRID3
* xyz 2 2
Te 1.56680 -1.08091 1.75044
Ru 0.00182 -0.08660 0.04915
S 5.44579 1.28610 -4.79300
N -1.23407 -3.57277 -2.50141
N 3.37869 2.69283 -5.58232
N -1.10011 2.25095 1.45118
N -0.38232 -1.74358 -1.10821
N -0.02445 1.72597 0.79592
N 1.37072 0.52613 -1.47162
N -2.21150 -0.01087 2.17160
N -1.46519 -0.76739 1.34759
C 2.98476 1.38479 -3.59048
C 4.53357 0.92275 5.49513
C -2.77289 -2.12266 2.55378
C 2.16405 0.19681 4.24043
C 0.18246 3.95903 0.81147
C -0.78600 -2.61075 -1.76886
C 3.36752 0.78248 6.23711
C 1.64256 1.74033 -3.51388
C 0.87861 -0.16472 3.54105
C -3.00959 -0.79965 2.89398
C 4.51684 0.70045 4.12886
C 2.65890 0.15908 -1.55915
C 3.32977 0.34184 3.49706
C -0.99912 3.56856 1.45448
C 3.91108 1.83763 -4.70096
C 3.48347 0.56391 -2.58491
C 2.18633 0.41797 5.61391
C 0.87988 1.29467 -2.45010
C -2.63574 -4.01088 -2.37395
C -1.79080 -2.05500 1.58396
C 3.29708 0.13866 1.99859
C -0.31545 -4.37291 -3.32973
C 0.75920 2.78393 0.42262
B -2.17050 1.53927 2.37590
H -1.75780 4.16009 1.94212
H 1.14453 2.34579 -4.25679
H 5.45850 1.19685 5.98385
H -3.21244 -3.24311 -1.86560
H 3.19722 1.06965 1.43966
H -0.16411 1.57658 -2.37523
H 5.42831 0.80311 3.55297
H -2.68800 -4.94263 -1.81247
H 3.38213 0.94862 7.30561
H 3.04092 -0.48389 -0.77920
H -3.24648 -2.99973 2.95783
H 4.51700 0.24646 -2.61198
H 2.46699 3.10112 -5.48861
H 1.68841 2.61135 -0.09178
H 0.54773 4.96028 0.66608
H -1.30922 -2.84742 1.03642
H -3.69030 -0.36613 3.60853
H 0.26493 -0.89207 4.06929
H -3.23574 2.01440 2.09897
H 0.62590 -3.84301 -3.44533
H 1.27991 0.30148 6.19495
H 3.96184 3.03303 -6.33099
H -0.13900 -5.33815 -2.85738
H 0.26764 0.69802 3.27930
H -3.03648 -4.15896 -3.37416
H 4.15200 -0.42206 1.62532
H -1.84358 1.74095 3.51824
H -0.76941 -4.51695 -4.30756
*
```

Summary:
Highest occupied orbital energy (spin up / spin down), eV: -13.2 / -13.2
HOMO-LUMO gap (spin up / spin down), eV: 6.016 / 5.366
Lowest unoccupied orbital energy (spin up / spin down), eV: -7.20 / -7.85

# 3
Density functional theory data (ωB97M-V/def2-TZVPD) for one molecule with the formula C13H25N5O4.

The geometry in ORCA input format:
```
! RIJCOSX wB97M-V def2-TZVPD def2/J DEFGRID3
* xyz 0 1
O 1.84418 -0.26268 3.82451
O 1.02336 1.37144 -0.53477
O -1.34210 -3.41662 -3.22083
O -2.02672 -1.60975 0.85585
N -1.71836 4.20584 -2.20173
N 0.05076 0.27211 4.96367
N 1.22528 -0.05138 1.14413
N -0.75731 -0.77627 -0.81400
N -1.26430 -3.60283 -0.98791
C -1.03633 -5.05479 -0.85802
C 0.63946 -0.30942 3.93680
C -2.81714 -0.76879 -2.20248
C -1.07390 -0.93718 0.45569
C -0.23935 -0.93628 2.87382
C -0.17969 -0.22329 1.50822
C -1.39930 -1.36792 -2.00775
C -2.34381 3.01748 -2.85859
C 1.71657 0.70584 0.18674
C -1.36661 -2.90754 -2.11614
C 3.22747 0.60105 -0.02008
C -2.04679 1.68626 -2.13753
C -2.95057 0.63835 -2.82340
H -3.98892 0.97382 -2.67473
H -1.01332 1.43440 -2.26517
H -2.29210 1.79324 -1.06280
H -3.37704 -0.78039 -1.27296
H -1.26897 -0.88511 3.14512
H -3.42174 3.21211 -2.86570
H 1.83393 -0.48049 1.77805
H -0.94682 0.32381 5.00830
H -3.36767 -1.43310 -2.87509
H -2.11614 4.28345 -1.28251
H -0.02780 -0.07846 -1.02060
H -1.58581 -3.17524 -0.09997
H -1.65386 -5.51299 -0.07881
H 3.50118 -0.36203 -0.38041
H 0.07481 -2.00455 2.77124
H 0.64149 0.78627 5.60493
H -0.71892 4.06725 -2.10995
H 3.54645 1.39689 -0.67211
H -0.55471 0.80294 1.65028
H -0.82090 -1.07937 -2.89029
H -2.72416 0.50419 -3.86664
H 0.00950 -5.28367 -0.60304
H 3.76361 0.72741 0.92656
H -2.00942 2.93726 -3.87707
H -1.33693 -5.52179 -1.80434
*
```

Summary:
Highest occupied orbital energy, eV: -8.9
Energy above the lowest of the compared OMol25 structures with the same formula, charge and spin, eV: 0.076
HOMO-LUMO gap, eV: 9.332
Lowest unoccupied orbital energy, eV: 0.40
Structure (SMILES): CNC(=O)[C@@H](CCCCN)NC(=O)[C@@H](CC(N)=O)NC(C)=O

Values of maximum force, in order: 1.1; 0.9; 3.1, all in eV/Å.
Values of E, in order: -37852.94652; -57599.47846; -29529.12896, all in eV.